The following is a quantum chemistry calculation of 2 unconnected molecules or ions with the total composition C4H9O2, from the OMol25 dataset.

The geometry in XYZ format:
```
15
Properties=species:S:1:pos:R:3:nbo_charge:R:1
C -1.36 -0.13 -2.32 -0.735
C -2.12 0.86 -1.40 0.758
O -1.92 0.73 -0.17 -0.797
O -2.80 1.71 -2.01 -0.796
H -0.63 -0.72 -1.75 0.186
H -0.83 0.41 -3.11 0.194
H -2.08 -0.81 -2.77 0.194
C 0.90 0.08 1.31 -0.601
C 2.05 -0.59 2.07 -0.606
H 1.27 0.74 0.53 0.201
H 0.25 -0.65 0.84 0.229
H 0.28 0.69 1.97 0.210
H 1.66 -1.21 2.88 0.189
H 2.72 0.14 2.51 0.186
H 2.62 -1.25 1.42 0.188
```

Total energy   -8390.372 eV
Total charge   -1
Energy above the lowest of the compared OMol25 structures with the same formula, charge and spin   2.8 kcal per mole
2S+1   1
HOMO energy   -0.139 Eh
Frontier orbital gap   7.48 eV



The following is a quantum chemistry calculation of a molecular structure, C14H16Br2F5N4OPdS3 at a distorted geometry, from the OMol25 dataset.

The geometry in XYZ format:
```
46
Properties=species:S:1:pos:R:3:nbo_charge:R:1
Pd -0.37 -0.50 -0.21 0.877
Br -1.67 0.22 -3.62 0.087
C -0.49 1.70 -3.14 -0.432
Br -1.00 2.07 -1.27 0.034
H -0.65 2.62 -3.69 0.276
H 0.47 1.32 -3.12 0.213
C -5.21 -1.13 1.91 -0.703
C -4.25 -2.06 1.38 0.458
N -4.30 -3.37 1.42 -0.100
N -3.23 -3.79 0.76 -0.232
C -2.43 -2.80 0.30 0.095
S -1.07 -2.84 -0.63 0.403
N -3.09 -1.67 0.70 -0.196
N -2.59 -0.37 0.47 -0.665
H -5.67 -0.45 1.18 0.297
H -4.61 -0.54 2.65 0.268
H -5.91 -1.73 2.49 0.311
H -3.07 -4.79 0.65 0.483
H -2.65 0.24 1.27 0.436
H -2.95 0.09 -0.42 0.450
O 1.13 -0.81 -1.77 -1.002
S 2.44 0.02 -1.65 1.144
C 3.47 -0.97 -0.53 -0.577
C 4.34 -1.89 -1.42 -0.418
C 3.89 -1.81 -2.91 -0.431
C 3.47 -0.38 -3.13 -0.536
H 2.84 -1.58 0.11 0.245
H 4.03 -0.23 0.04 0.265
H 4.20 -2.89 -1.01 0.246
H 5.43 -1.58 -1.39 0.251
H 3.07 -2.53 -3.13 0.230
H 4.70 -2.06 -3.58 0.270
H 2.86 -0.16 -4.00 0.263
H 4.32 0.31 -3.13 0.269
F 0.91 5.59 2.59 -0.225
C 0.68 4.26 2.58 0.418
C -0.54 3.75 3.02 0.310
F -1.43 4.50 3.64 -0.226
C -0.85 2.38 2.80 0.356
F -2.08 1.82 3.04 -0.299
C 0.10 1.50 2.19 -0.376
S -0.16 -0.19 2.05 0.334
C 1.33 2.11 1.83 0.392
F 2.33 1.21 1.46 -0.296
C 1.58 3.47 1.95 0.271
F 2.69 3.94 1.33 -0.240
```

Total energy   -212409.375 eV
Total charge   +3
Energy above the lowest of the compared OMol25 structures with the same formula, charge and spin   0.0 kcal per mole
2S+1   5
HOMO energy (alpha / beta)   -0.673 / -0.674 Eh
Frontier orbital gap (alpha / beta)   8.88 / 4.50 eV



The following is a quantum chemistry calculation of a molecular structure, C16H31Br2F3NO3PSi2 at a distorted geometry, from the OMol25 dataset.

The geometry in XYZ format:
```
59
Properties=species:S:1:pos:R:3:nbo_charge:R:1
C -1.06 5.34 0.12 -0.679
C -1.86 5.51 1.50 -0.028
Br -2.30 7.37 2.11 0.052
C -2.25 4.39 2.25 -0.597
Br -3.24 4.71 3.95 0.051
Si -1.95 2.56 1.78 1.660
C -3.35 2.10 0.52 -0.917
C -3.84 0.58 0.70 -0.088
O -5.29 0.56 0.72 -0.513
C -5.84 0.86 -0.53 0.628
O -5.23 0.87 -1.62 -0.575
O -0.46 2.26 0.97 -1.226
Si 0.83 1.85 2.06 1.348
C 2.58 2.22 1.34 -0.898
C 2.55 2.98 -0.07 -0.462
C 3.52 2.24 -1.12 0.265
F 4.77 2.78 -1.51 -0.319
C 3.08 1.03 -1.67 0.637
F 1.79 0.55 -1.31 -0.328
F 3.78 0.24 -2.58 -0.299
P 0.80 -0.37 2.37 0.776
N 2.27 -0.88 2.88 -1.285
H -0.16 4.66 0.26 0.241
H -1.82 4.92 -0.63 0.241
H -0.66 6.34 -0.26 0.249
H -2.03 1.77 3.02 -0.191
H -4.25 2.78 0.73 0.256
H -2.92 2.35 -0.50 0.260
H -3.42 0.17 1.67 0.198
H -3.38 -0.02 -0.16 0.216
H -6.96 1.08 -0.56 0.153
H 0.68 2.50 3.36 -0.171
H 3.20 2.83 2.08 0.260
H 3.16 1.24 1.17 0.276
H 1.53 2.99 -0.57 0.250
H 3.00 4.03 0.04 0.245
H -0.17 -0.76 3.36 -0.016
H 0.59 -1.01 1.10 -0.018
H 2.90 -0.07 2.97 0.351
C 2.57 -3.43 0.23 -0.605
C 2.61 -4.17 -1.10 -0.401
C 1.70 -3.54 -2.16 -0.398
C 0.21 -3.54 -1.81 -0.395
C -0.38 -4.92 -1.54 -0.399
C -0.32 -5.85 -2.74 -0.609
H 1.57 -3.44 0.67 0.194
H 3.25 -3.90 0.94 0.217
H 2.88 -2.39 0.10 0.204
H 2.35 -5.22 -0.95 0.191
H 3.64 -4.16 -1.48 0.202
H 1.85 -4.05 -3.11 0.199
H 2.01 -2.50 -2.33 0.202
H -0.34 -3.07 -2.63 0.200
H 0.03 -2.90 -0.94 0.193
H -1.44 -4.80 -1.25 0.199
H 0.11 -5.39 -0.68 0.195
H -0.86 -5.42 -3.59 0.201
H -0.77 -6.82 -2.50 0.209
H 0.71 -6.04 -3.05 0.202
```

Total energy   -198006.183 eV
Total charge   0
2S+1   1
HOMO energy   -0.316 Eh
Frontier orbital gap   8.45 eV



The following is a quantum chemistry calculation of 4 unconnected molecules or ions with the total composition C4H14NO6 at a distorted geometry, from the OMol25 dataset.

The geometry in XYZ format:
```
25
Properties=species:S:1:pos:R:3:nbo_charge:R:1
C 1.00 -0.44 -0.88 -0.085
O 1.93 -0.90 0.11 -0.794
C 0.85 1.09 -0.83 -0.084
C -0.55 1.60 -1.18 -0.528
C -1.59 1.51 -0.06 0.799
O -1.47 0.54 0.78 -0.863
O -2.47 2.38 -0.05 -0.702
N 1.83 1.77 -1.69 -0.838
H 1.42 -0.73 -1.84 0.159
H 0.04 -0.93 -0.74 0.188
H 1.08 1.39 0.16 0.199
H -0.94 1.11 -2.07 0.202
H -0.45 2.65 -1.42 0.227
H -0.15 0.30 1.55 0.517
H 1.64 1.55 -2.65 0.338
H 2.77 1.46 -1.45 0.353
H -1.46 -2.62 0.54 0.463
H -2.01 -1.16 0.44 0.512
O -2.20 -2.11 0.20 -0.998
H 1.65 -0.53 0.96 0.500
H 0.35 -0.58 2.73 0.475
O 0.69 0.03 2.05 -1.007
H 1.23 -3.98 0.15 0.455
H 1.55 -2.58 0.67 0.500
O 1.30 -3.48 0.96 -0.989
```

Total energy   -18153.114 eV
Total charge   -1
Energy above the lowest of the compared OMol25 structures with the same formula, charge and spin   17.6 kcal per mole
2S+1   1
HOMO energy   -0.197 Eh
Frontier orbital gap   8.74 eV



The following is a quantum chemistry calculation of a single C6H8O2 molecule at a distorted geometry, from the OMol25 dataset.

The geometry in XYZ format:
```
16
Properties=species:S:1:pos:R:3:nbo_charge:R:1
C 1.53 -1.53 0.29 -0.657
C 0.14 -0.78 0.60 0.045
O -0.80 -0.94 -0.61 -0.563
C -1.14 0.31 -1.40 0.148
C -1.13 1.49 -0.85 -0.285
C -0.94 1.19 0.69 0.050
O 0.19 1.83 1.38 -0.424
C 0.43 0.57 0.70 -0.011
H 1.81 -1.17 -0.89 0.233
H 1.39 -2.77 0.49 0.228
H 2.58 -1.23 0.84 0.240
H -0.59 -1.00 1.50 0.211
H -1.22 0.23 -2.42 0.196
H -1.56 2.36 -1.21 0.231
H -1.44 0.85 1.44 0.190
H 0.75 0.59 -0.55 0.168
```

Total energy   -10437.792 eV
Total charge   0
Energy above the lowest of the compared OMol25 structures with the same formula, charge and spin   206.0 kcal per mole
2S+1   1
HOMO energy   -0.339 Eh
Frontier orbital gap   10.24 eV



The following is a quantum chemistry calculation of a single C4H6S2 molecule at a distorted geometry, from the OMol25 dataset.

The geometry in XYZ format:
```
12
Properties=species:S:1:pos:R:3:nbo_charge:R:1
C 2.35 -0.73 -0.21 -0.425
C 1.09 -0.35 0.05 -0.147
C -0.03 -1.29 0.45 -0.591
S -1.56 -0.69 -0.28 0.244
C -1.21 1.03 0.17 -0.690
S 0.58 1.35 -0.01 0.260
H 2.65 -1.76 -0.16 0.203
H 3.12 -0.04 -0.47 0.207
H -0.07 -1.37 1.54 0.226
H 0.13 -2.34 0.13 0.248
H -1.76 1.69 -0.48 0.245
H -1.51 1.22 1.24 0.220
```

Total energy   -25915.099 eV
Total charge   0
Energy above the lowest of the compared OMol25 structures with the same formula, charge and spin   4.4 kcal per mole
2S+1   1
HOMO energy   -0.310 Eh
Frontier orbital gap   9.20 eV



What did the fifth record say?
The following is a quantum chemistry calculation of a single C6H8O2 molecule at a distorted geometry, from the OMol25 dataset.

The geometry in XYZ format:
```
16
Properties=species:S:1:pos:R:3:nbo_charge:R:1
C 1.53 -1.53 0.29 -0.657
C 0.14 -0.78 0.60 0.045
O -0.80 -0.94 -0.61 -0.563
C -1.14 0.31 -1.40 0.148
C -1.13 1.49 -0.85 -0.285
C -0.94 1.19 0.69 0.050
O 0.19 1.83 1.38 -0.424
C 0.43 0.57 0.70 -0.011
H 1.81 -1.17 -0.89 0.233
H 1.39 -2.77 0.49 0.228
H 2.58 -1.23 0.84 0.240
H -0.59 -1.00 1.50 0.211
H -1.22 0.23 -2.42 0.196
H -1.56 2.36 -1.21 0.231
H -1.44 0.85 1.44 0.190
H 0.75 0.59 -0.55 0.168
```

Total energy   -10437.792 eV
Total charge   0
Energy above the lowest of the compared OMol25 structures with the same formula, charge and spin   206.0 kcal per mole
2S+1   1
HOMO energy   -0.339 Eh
Frontier orbital gap   10.24 eV



What did the second record say?
The following is a quantum chemistry calculation of a molecular structure, C14H16Br2F5N4OPdS3 at a distorted geometry, from the OMol25 dataset.

The geometry in XYZ format:
```
46
Properties=species:S:1:pos:R:3:nbo_charge:R:1
Pd -0.37 -0.50 -0.21 0.877
Br -1.67 0.22 -3.62 0.087
C -0.49 1.70 -3.14 -0.432
Br -1.00 2.07 -1.27 0.034
H -0.65 2.62 -3.69 0.276
H 0.47 1.32 -3.12 0.213
C -5.21 -1.13 1.91 -0.703
C -4.25 -2.06 1.38 0.458
N -4.30 -3.37 1.42 -0.100
N -3.23 -3.79 0.76 -0.232
C -2.43 -2.80 0.30 0.095
S -1.07 -2.84 -0.63 0.403
N -3.09 -1.67 0.70 -0.196
N -2.59 -0.37 0.47 -0.665
H -5.67 -0.45 1.18 0.297
H -4.61 -0.54 2.65 0.268
H -5.91 -1.73 2.49 0.311
H -3.07 -4.79 0.65 0.483
H -2.65 0.24 1.27 0.436
H -2.95 0.09 -0.42 0.450
O 1.13 -0.81 -1.77 -1.002
S 2.44 0.02 -1.65 1.144
C 3.47 -0.97 -0.53 -0.577
C 4.34 -1.89 -1.42 -0.418
C 3.89 -1.81 -2.91 -0.431
C 3.47 -0.38 -3.13 -0.536
H 2.84 -1.58 0.11 0.245
H 4.03 -0.23 0.04 0.265
H 4.20 -2.89 -1.01 0.246
H 5.43 -1.58 -1.39 0.251
H 3.07 -2.53 -3.13 0.230
H 4.70 -2.06 -3.58 0.270
H 2.86 -0.16 -4.00 0.263
H 4.32 0.31 -3.13 0.269
F 0.91 5.59 2.59 -0.225
C 0.68 4.26 2.58 0.418
C -0.54 3.75 3.02 0.310
F -1.43 4.50 3.64 -0.226
C -0.85 2.38 2.80 0.356
F -2.08 1.82 3.04 -0.299
C 0.10 1.50 2.19 -0.376
S -0.16 -0.19 2.05 0.334
C 1.33 2.11 1.83 0.392
F 2.33 1.21 1.46 -0.296
C 1.58 3.47 1.95 0.271
F 2.69 3.94 1.33 -0.240
```

Total energy   -212409.375 eV
Total charge   +3
Energy above the lowest of the compared OMol25 structures with the same formula, charge and spin   0.0 kcal per mole
2S+1   5
HOMO energy (alpha / beta)   -0.673 / -0.674 Eh
Frontier orbital gap (alpha / beta)   8.88 / 4.50 eV



Repeat the second record exactly.
The following is a quantum chemistry calculation of a molecular structure, C14H16Br2F5N4OPdS3 at a distorted geometry, from the OMol25 dataset.

The geometry in XYZ format:
```
46
Properties=species:S:1:pos:R:3:nbo_charge:R:1
Pd -0.37 -0.50 -0.21 0.877
Br -1.67 0.22 -3.62 0.087
C -0.49 1.70 -3.14 -0.432
Br -1.00 2.07 -1.27 0.034
H -0.65 2.62 -3.69 0.276
H 0.47 1.32 -3.12 0.213
C -5.21 -1.13 1.91 -0.703
C -4.25 -2.06 1.38 0.458
N -4.30 -3.37 1.42 -0.100
N -3.23 -3.79 0.76 -0.232
C -2.43 -2.80 0.30 0.095
S -1.07 -2.84 -0.63 0.403
N -3.09 -1.67 0.70 -0.196
N -2.59 -0.37 0.47 -0.665
H -5.67 -0.45 1.18 0.297
H -4.61 -0.54 2.65 0.268
H -5.91 -1.73 2.49 0.311
H -3.07 -4.79 0.65 0.483
H -2.65 0.24 1.27 0.436
H -2.95 0.09 -0.42 0.450
O 1.13 -0.81 -1.77 -1.002
S 2.44 0.02 -1.65 1.144
C 3.47 -0.97 -0.53 -0.577
C 4.34 -1.89 -1.42 -0.418
C 3.89 -1.81 -2.91 -0.431
C 3.47 -0.38 -3.13 -0.536
H 2.84 -1.58 0.11 0.245
H 4.03 -0.23 0.04 0.265
H 4.20 -2.89 -1.01 0.246
H 5.43 -1.58 -1.39 0.251
H 3.07 -2.53 -3.13 0.230
H 4.70 -2.06 -3.58 0.270
H 2.86 -0.16 -4.00 0.263
H 4.32 0.31 -3.13 0.269
F 0.91 5.59 2.59 -0.225
C 0.68 4.26 2.58 0.418
C -0.54 3.75 3.02 0.310
F -1.43 4.50 3.64 -0.226
C -0.85 2.38 2.80 0.356
F -2.08 1.82 3.04 -0.299
C 0.10 1.50 2.19 -0.376
S -0.16 -0.19 2.05 0.334
C 1.33 2.11 1.83 0.392
F 2.33 1.21 1.46 -0.296
C 1.58 3.47 1.95 0.271
F 2.69 3.94 1.33 -0.240
```

Total energy   -212409.375 eV
Total charge   +3
Energy above the lowest of the compared OMol25 structures with the same formula, charge and spin   0.0 kcal per mole
2S+1   5
HOMO energy (alpha / beta)   -0.673 / -0.674 Eh
Frontier orbital gap (alpha / beta)   8.88 / 4.50 eV



Repeat the fifth record exactly.
The following is a quantum chemistry calculation of a single C6H8O2 molecule at a distorted geometry, from the OMol25 dataset.

The geometry in XYZ format:
```
16
Properties=species:S:1:pos:R:3:nbo_charge:R:1
C 1.53 -1.53 0.29 -0.657
C 0.14 -0.78 0.60 0.045
O -0.80 -0.94 -0.61 -0.563
C -1.14 0.31 -1.40 0.148
C -1.13 1.49 -0.85 -0.285
C -0.94 1.19 0.69 0.050
O 0.19 1.83 1.38 -0.424
C 0.43 0.57 0.70 -0.011
H 1.81 -1.17 -0.89 0.233
H 1.39 -2.77 0.49 0.228
H 2.58 -1.23 0.84 0.240
H -0.59 -1.00 1.50 0.211
H -1.22 0.23 -2.42 0.196
H -1.56 2.36 -1.21 0.231
H -1.44 0.85 1.44 0.190
H 0.75 0.59 -0.55 0.168
```

Total energy   -10437.792 eV
Total charge   0
Energy above the lowest of the compared OMol25 structures with the same formula, charge and spin   206.0 kcal per mole
2S+1   1
HOMO energy   -0.339 Eh
Frontier orbital gap   10.24 eV